Below is an isolated molecule of C10H9ClN2OS in a non-equilibrium geometry, with properties calculated with ωB97M-V/def2-TZVPD.

Calculated values
SMILES: Oc1ccc(Cl)cc1CNc1nccs1
Gap between HOMO and LUMO (eV): 8.41
LUMO energy (eV): 0.48
ΔE to the lowest compared entry with this formula, charge and spin (kJ/mol): 0.0

The geometry in ORCA input format:
```
! wB97M-V def2-TZVPD RIJCOSX def2/J DEFGRID3
* xyz 0 1
Cl 0.948 4.160 2.603
S 0.362 -3.204 1.261
O 0.022 0.988 -2.231
N -1.560 -3.074 -0.460
N -0.387 -1.070 -0.266
C 0.232 1.747 -1.119
C 0.055 3.124 -1.133
C 0.636 1.104 0.057
C -1.598 -4.316 0.088
C 0.848 1.862 1.196
C -0.608 -2.363 0.040
C 0.670 3.236 1.170
C -0.659 -4.584 1.021
C 0.273 3.875 0.008
C 0.844 -0.388 0.063
H -0.217 1.555 -2.975
H 1.636 -0.641 -0.660
H -0.849 -0.749 -1.106
H 1.157 1.379 2.110
H -0.255 3.614 -2.046
H -2.355 -5.001 -0.250
H 0.136 4.944 -0.008
H 1.162 -0.716 1.054
H -0.492 -5.479 1.583
*
```